[1]
# C18H16MnN4O4

C18H16MnN4O4 as an isolated structure (wB97M-V/def2-TZVPD, OMol25).

Summary:
- E_LUMO (alpha / beta): -0.1 / -0.8 eV
- Total energy: -64394.5658 eV
- HOMO energy (alpha / beta): -6.6 / -8.0 eV
- 2S+1: 6
- Kohn-Sham gap (alpha / beta): 6.54 / 7.16 eV
- <S²>: 8.87

Each line ends with the Mulliken spin population.
Element x y z (Å)
Mn 1.26710 0.22492 0.03165  3.024
N 0.55631 -2.14049 -0.90366  0.028
C 1.84707 -2.20699 -1.63221  0.001
C 2.48414 -0.90977 -1.17281  -0.039
O 2.99027 -0.87239 -0.00872  -0.012
O 2.14635 0.15963 -1.78200  -0.014
H 0.56700 -2.74323 -0.09111  -0.003
H -0.21955 -2.41249 -1.49050  0.001
H 1.67650 -2.19227 -2.70550  -0.001
H 2.44399 -3.07493 -1.35721  0.000
C -9.59905 1.70810 0.00184  0.004
O -9.03849 2.98805 -0.21992  0.028
C -7.83486 3.25791 0.34978  0.149
C -7.27588 4.50091 0.02658  -0.081
C -6.07143 4.87307 0.56646  0.134
C -5.37428 4.01189 1.43930  -0.038
C -5.94568 2.77306 1.75822  0.157
C -7.16714 2.40118 1.21987  -0.075
N -4.16235 4.45180 1.90792  0.604
N -3.53427 3.68418 2.76891  0.583
C -2.49819 2.91106 2.45260  -0.014
C -1.90004 2.20674 3.52847  0.215
C -0.84876 1.33044 3.37664  -0.116
C -0.29130 1.09103 2.11649  0.117
O 0.70092 0.27286 1.89664  0.122
C -0.85008 1.81147 1.01214  0.110
N -0.23903 1.56602 -0.18115  0.084
C -0.63750 2.19342 -1.27098  -0.023
C -1.67633 3.12260 -1.23803  0.071
C -2.31426 3.37875 -0.04466  -0.029
C -1.92570 2.71766 1.13187  0.038
H -10.49808 1.66206 -0.60624  0.000
H -9.86719 1.56828 1.05243  0.000
H -8.91215 0.91566 -0.30559  -0.001
H -7.81857 5.15224 -0.64507  -0.004
H -5.63116 5.83470 0.33693  0.001
H -5.43532 2.11115 2.44409  0.019
H -7.59363 1.44763 1.49439  -0.004
H -2.31893 2.38326 4.51029  -0.005
H -0.43224 0.81586 4.23211  -0.005
H -0.10669 1.95126 -2.18344  -0.013
H -1.96941 3.63154 -2.14460  0.005
H -3.11228 4.10398 -0.00302  -0.018

---

[2]
# C18H16N2O3S

One molecule with the formula C18H16N2O3S at a distorted geometry (wB97M-V/def2-TZVPD, OMol25).

Summary:
- E_LUMO: 0.5 eV
- Total energy: -38882.6658 eV
- HOMO energy: -8.6 eV
- Kohn-Sham gap: 9.02 eV
- Relative energy (zero: lowest compared OMol25 entry of this formula, charge and spin): 66.67 kcal per mole
- Structure (SMILES): COc1ccc(C(=O)CSc2nnc(Cc3ccccc3)o2)cc1

Each line ends with the natural charge from an NBO analysis.
Element x y z (Å)
C 1.43400 -6.72489 -1.11027  -0.254
O 0.60359 -6.03547 -2.01674  -0.484
C 0.57684 -4.68462 -1.98312  0.325
C 1.32136 -3.88791 -1.11462  -0.275
C 1.20790 -2.51528 -1.18014  -0.123
C 0.35606 -1.89488 -2.09490  -0.217
C 0.30137 -0.42370 -2.08790  0.579
O 1.05206 0.25747 -1.43016  -0.538
C -0.76851 0.20570 -2.97205  -0.636
S -0.86069 1.99738 -2.67698  0.320
C -1.40896 1.90011 -1.04999  0.294
N -1.81467 0.84069 -0.42037  -0.347
N -2.16518 1.25072 0.81783  -0.292
C -1.96675 2.52307 0.87883  0.464
C -2.15439 3.41740 2.04445  -0.496
C -0.79932 3.73089 2.63647  0.076
C -0.27817 5.01504 2.59343  -0.247
C 0.97501 5.27771 3.12094  -0.191
C 1.71795 4.25721 3.68754  -0.219
C 1.20455 2.97111 3.72611  -0.198
C -0.04798 2.70836 3.20247  -0.240
O -1.48126 3.01213 -0.29338  -0.415
C -0.38712 -2.70070 -2.96321  -0.144
C -0.27459 -4.06943 -2.90894  -0.266
H 2.48792 -6.47243 -1.26112  0.179
H 1.15289 -6.51825 -0.07333  0.180
H 1.28332 -7.78237 -1.32056  0.203
H 1.98709 -4.32801 -0.38931  0.215
H 1.77996 -1.88948 -0.51185  0.236
H -0.51886 0.08379 -4.02584  0.252
H -1.74673 -0.22174 -2.75815  0.263
H -2.77925 2.89434 2.76935  0.252
H -2.64872 4.33504 1.72190  0.233
H -0.85228 5.81450 2.14698  0.209
H 1.37182 6.28164 3.08481  0.212
H 2.69671 4.46219 4.09530  0.213
H 1.78284 2.17036 4.16269  0.214
H -0.45101 1.70607 3.22176  0.223
H -1.04934 -2.26195 -3.69244  0.213
H -0.83946 -4.70182 -3.57550  0.227

---

[3]
# C18H16N4O2

One molecule with the formula C18H16N4O2 at a distorted geometry (wB97M-V/def2-TZVPD, OMol25).

Summary:
- E_LUMO: 0.5 eV
- Total energy: -28979.1238 eV
- HOMO energy: -9.9 eV
- Kohn-Sham gap: 10.40 eV
- Relative energy (zero: lowest compared OMol25 entry of this formula, charge and spin): 39.73 kcal per mole
- Structure (SMILES): [H]/N=C1/O[C@]2(C)O[C@H](CC)[C@@]1(C#N)C(C#N)(C#N)[C@H]2c1ccccc1

Each line ends with the natural charge from an NBO analysis.
Element x y z (Å)
H -4.39745 -0.60668 0.22825  0.367
N -3.89790 0.11568 -0.29444  -0.626
C -2.60234 0.05034 -0.30327  0.559
O -1.94148 1.03714 -0.98418  -0.490
C -0.51175 0.90878 -0.85570  0.561
C 0.10082 2.02977 -1.67968  -0.642
O -0.06489 -0.37045 -1.34492  -0.542
C -0.79285 -1.46569 -0.77436  0.108
C -1.49973 -2.17987 -1.97090  -0.416
C -0.44672 -2.81973 -2.91785  -0.605
C -1.73344 -0.98663 0.36017  -0.247
C -2.49043 -2.11530 0.94653  0.290
N -3.05875 -3.03539 1.36448  -0.237
C -0.82211 -0.18836 1.40807  -0.247
C -1.65266 0.34167 2.49310  0.282
N -2.32824 0.86617 3.30427  -0.235
C 0.05775 -1.15142 2.07364  0.286
N 0.77277 -1.93041 2.56867  -0.235
C -0.15735 0.99976 0.65306  -0.266
C 1.33952 1.23632 0.95017  -0.062
C 2.36795 0.57334 0.26325  -0.211
C 3.73525 0.82573 0.58102  -0.190
C 4.06809 1.84431 1.49616  -0.202
C 3.04254 2.49043 2.20727  -0.222
C 1.67976 2.18410 1.96495  -0.145
H -0.39041 2.05650 -2.66234  0.243
H 1.19237 1.89351 -1.83254  0.244
H -0.02739 2.98965 -1.16243  0.233
H -0.09136 -2.17624 -0.34001  0.208
H -2.13130 -2.98948 -1.58000  0.219
H -2.08912 -1.44274 -2.53859  0.221
H 0.30799 -2.07603 -3.21591  0.217
H -0.97524 -3.19147 -3.79652  0.220
H 0.08374 -3.63410 -2.44738  0.207
H -0.68727 1.86468 0.99960  0.252
H 2.18122 -0.22239 -0.41443  0.230
H 4.49236 0.30591 0.04047  0.216
H 5.11142 2.07289 1.67262  0.220
H 3.35228 3.21817 2.96084  0.222
H 0.90432 2.67752 2.57888  0.216

---

[4]
# C18H16N8O2S5Y

C18H16N8O2S5Y as an isolated structure at a distorted geometry (wB97M-V/def2-TZVPD, OMol25).

Summary:
- E_LUMO: -3.9 eV
- Net charge: +1
- Total energy: -90155.9079 eV
- HOMO energy: -10.1 eV
- Kohn-Sham gap: 6.20 eV
- Relative energy (zero: lowest compared OMol25 entry of this formula, charge and spin): 54.17 kcal per mole

Each line ends with the natural charge from an NBO analysis.
Element x y z (Å)
Y -0.29713 -0.32460 -0.91739  1.904
N 2.65747 0.12060 -2.85179  -0.752
C 2.94847 0.18120 -1.54629  0.633
N 4.21867 0.18170 -1.19169  -0.556
C 4.47997 0.20610 0.11581  0.620
N 5.73757 0.13890 0.52181  -0.727
N 3.51727 0.31510 1.05741  -0.532
C 2.28057 0.29870 0.63411  0.481
N 1.91157 0.18420 -0.66079  -0.744
C 1.22137 0.37810 1.66521  0.149
C 1.57827 0.23880 2.99961  -0.180
C 0.58367 0.21080 3.96241  -0.119
C -0.73373 0.34810 3.55211  -0.213
C -1.00683 0.53600 2.20381  0.077
N -0.05493 0.53970 1.26621  -0.559
H 3.42657 0.21190 -3.49609  0.432
H 1.73437 0.36620 -3.18429  0.403
H 6.46957 0.06390 -0.16319  0.425
H 5.94587 0.13670 1.50611  0.423
H 2.62587 0.13700 3.23021  0.261
H 0.83847 0.07230 5.00171  0.242
H -1.54423 0.30380 4.26091  0.248
H -2.02983 0.67960 1.86461  0.247
O -3.25783 0.39860 -0.08679  -0.426
N -2.25803 0.49650 -0.84179  -0.023
N -1.87423 1.64330 -1.27829  0.157
O -0.70203 1.60850 -1.88129  -0.664
C -2.52453 2.87430 -1.06739  0.114
C -3.90143 2.97390 -1.24059  -0.193
C -4.50653 4.20110 -1.03739  -0.198
C -3.75923 5.29500 -0.63179  -0.171
C -2.38973 5.17800 -0.44859  -0.202
C -1.75913 3.96880 -0.67329  -0.210
H -4.48253 2.11490 -1.54229  0.242
H -5.56703 4.30820 -1.19779  0.232
H -4.24043 6.24580 -0.46089  0.229
H -1.81243 6.03140 -0.12809  0.229
H -0.69143 3.85670 -0.55089  0.233
C 0.14497 -5.70090 1.67611  -0.725
S 1.19627 -5.60430 0.19271  0.279
C 0.15787 -4.82390 -0.99039  -0.425
C -0.34953 -3.57670 -0.88429  -0.364
S -0.22473 -2.50560 0.47161  -0.352
S -1.20953 -2.95010 -2.29639  0.363
C -0.91153 -4.34270 -3.36639  -0.556
S -1.40373 -4.39630 -4.91019  0.067
S -0.08133 -5.63190 -2.54289  0.502
H 0.81697 -5.93770 2.49601  0.237
H -0.57473 -6.50070 1.53521  0.227
H -0.34323 -4.74910 1.85531  0.233

---

Copy entry 4 word for word.
# C18H16N8O2S5Y

C18H16N8O2S5Y as an isolated structure at a distorted geometry (wB97M-V/def2-TZVPD, OMol25).

Summary:
- E_LUMO: -3.9 eV
- Net charge: +1
- Total energy: -90155.9079 eV
- HOMO energy: -10.1 eV
- Kohn-Sham gap: 6.20 eV
- Relative energy (zero: lowest compared OMol25 entry of this formula, charge and spin): 54.17 kcal per mole

Each line ends with the natural charge from an NBO analysis.
Element x y z (Å)
Y -0.29713 -0.32460 -0.91739  1.904
N 2.65747 0.12060 -2.85179  -0.752
C 2.94847 0.18120 -1.54629  0.633
N 4.21867 0.18170 -1.19169  -0.556
C 4.47997 0.20610 0.11581  0.620
N 5.73757 0.13890 0.52181  -0.727
N 3.51727 0.31510 1.05741  -0.532
C 2.28057 0.29870 0.63411  0.481
N 1.91157 0.18420 -0.66079  -0.744
C 1.22137 0.37810 1.66521  0.149
C 1.57827 0.23880 2.99961  -0.180
C 0.58367 0.21080 3.96241  -0.119
C -0.73373 0.34810 3.55211  -0.213
C -1.00683 0.53600 2.20381  0.077
N -0.05493 0.53970 1.26621  -0.559
H 3.42657 0.21190 -3.49609  0.432
H 1.73437 0.36620 -3.18429  0.403
H 6.46957 0.06390 -0.16319  0.425
H 5.94587 0.13670 1.50611  0.423
H 2.62587 0.13700 3.23021  0.261
H 0.83847 0.07230 5.00171  0.242
H -1.54423 0.30380 4.26091  0.248
H -2.02983 0.67960 1.86461  0.247
O -3.25783 0.39860 -0.08679  -0.426
N -2.25803 0.49650 -0.84179  -0.023
N -1.87423 1.64330 -1.27829  0.157
O -0.70203 1.60850 -1.88129  -0.664
C -2.52453 2.87430 -1.06739  0.114
C -3.90143 2.97390 -1.24059  -0.193
C -4.50653 4.20110 -1.03739  -0.198
C -3.75923 5.29500 -0.63179  -0.171
C -2.38973 5.17800 -0.44859  -0.202
C -1.75913 3.96880 -0.67329  -0.210
H -4.48253 2.11490 -1.54229  0.242
H -5.56703 4.30820 -1.19779  0.232
H -4.24043 6.24580 -0.46089  0.229
H -1.81243 6.03140 -0.12809  0.229
H -0.69143 3.85670 -0.55089  0.233
C 0.14497 -5.70090 1.67611  -0.725
S 1.19627 -5.60430 0.19271  0.279
C 0.15787 -4.82390 -0.99039  -0.425
C -0.34953 -3.57670 -0.88429  -0.364
S -0.22473 -2.50560 0.47161  -0.352
S -1.20953 -2.95010 -2.29639  0.363
C -0.91153 -4.34270 -3.36639  -0.556
S -1.40373 -4.39630 -4.91019  0.067
S -0.08133 -5.63190 -2.54289  0.502
H 0.81697 -5.93770 2.49601  0.237
H -0.57473 -6.50070 1.53521  0.227
H -0.34323 -4.74910 1.85531  0.233

---

total energy of number 4 (C18H16N8O2S5Y)? -90155.9079 eV

---

Number 2 is which compound? C18H16N2O3S